(1)
# C20H40NP3S2Sn

A structure of composition C20H40NP3S2Sn at a distorted geometry (ωB97M-V/def2-TZVPD, the Open Molecules 2025 dataset).

## Properties
spin multiplicity = 1
HOMO-LUMO gap (spin up / spin down) = 3.10 / 3.10 eV
net charge = +4
HOMO (spin up / spin down) = -0.684 / -0.684 Ha

Geometry as XYZ:
```
67
Properties=species:S:1:pos:R:3:nbo_charge:R:1
Sn 0.599 0.217 -0.080 0.894
S -0.691 2.465 1.085 0.338
S 0.840 -4.655 3.316 0.514
P 0.330 1.509 -2.359 0.999
P -1.236 -1.796 -1.263 1.068
P 2.283 -1.935 -0.562 0.938
N -0.111 -2.347 2.572 -0.498
C 1.509 5.610 2.286 -0.150
C -2.001 -3.222 -0.402 -0.933
C 1.711 2.664 -2.531 -0.954
C 0.456 6.350 2.886 0.126
C -2.823 0.464 3.570 -0.382
C 1.292 4.363 1.701 -0.157
C 1.022 -2.992 2.756 -0.179
C -1.083 4.582 2.377 -0.025
C -0.889 -4.424 3.296 -0.397
C -0.838 5.814 2.932 -0.244
C -0.776 -2.653 -2.823 -0.938
C 0.278 0.599 -3.954 -0.943
C -0.026 3.836 1.708 -0.175
C -2.774 -0.936 -1.779 -0.951
C 2.966 -1.850 -2.263 -0.940
C 3.812 -1.729 0.427 -0.933
C -1.190 2.524 -2.416 -0.935
C -1.198 -3.130 2.922 -0.094
C -3.814 0.367 2.654 -0.366
C 2.024 -3.737 -0.403 -0.934
H 3.948 -2.345 -2.293 0.295
H -1.620 2.635 -1.391 0.246
H -1.928 2.071 -3.058 0.285
H 1.304 3.618 -2.909 0.293
H 1.694 1.050 1.019 -0.087
H 0.604 7.341 3.322 0.291
H -2.225 -2.713 2.886 0.226
H 0.015 -3.392 -2.644 0.261
H 2.129 3.824 1.237 0.258
H -0.897 3.531 -2.776 0.295
H 2.508 6.076 2.277 0.292
H -1.606 -5.206 3.572 0.291
H 3.686 -2.137 1.435 0.265
H -2.392 -0.414 4.069 0.219
H 2.423 2.269 -3.241 0.293
H -3.345 -0.670 -0.886 0.272
H 1.254 -4.088 -1.076 0.244
H -4.208 1.283 2.141 0.201
H -4.206 -0.573 2.273 0.206
H -2.595 -3.809 -1.106 0.290
H 4.654 -2.226 -0.074 0.289
H -0.712 0.194 -4.143 0.267
H -1.703 6.342 3.368 0.301
H 2.292 -2.350 -2.977 0.257
H -2.434 1.438 3.892 0.191
H -2.552 -0.041 -2.368 0.229
H 2.205 2.842 -1.564 0.254
H 1.023 -0.207 -3.967 0.267
H 2.965 -4.265 -0.659 0.301
H -2.635 -2.864 0.419 0.273
H 4.060 -0.655 0.506 0.253
H -2.089 4.117 2.366 0.272
H -1.208 -3.877 0.004 0.271
H -3.393 -1.622 -2.396 0.295
H 1.764 -4.000 0.632 0.278
H -1.660 -3.180 -3.215 0.305
H 0.533 1.334 -4.779 0.318
H 3.102 -0.809 -2.570 0.237
H 2.019 -2.547 2.604 0.211
H -0.449 -1.931 -3.583 0.249
```


(2)
# C27H21N7RhSe

A structure of composition C27H21N7RhSe at a distorted geometry (ωB97M-V/def2-TZVPD, the Open Molecules 2025 dataset).

## Properties
spin multiplicity = 1
HOMO-LUMO gap (spin up / spin down) = 5.95 / 5.94 eV
net charge = +1
HOMO (spin up / spin down) = -0.370 / -0.370 Ha

Geometry as XYZ:
```
57
Properties=species:S:1:pos:R:3:nbo_charge:R:1
Rh -0.884 0.673 0.480 1.014
Se -3.711 2.407 3.510 -0.042
N -0.642 2.736 0.813 -0.462
N 0.876 0.884 -0.835 -0.459
N -2.798 0.909 1.161 -0.641
N -0.643 -1.309 0.766 -0.562
N -0.326 0.723 2.334 -0.064
N -0.125 1.816 2.931 -0.222
N -1.681 0.574 -1.559 -0.772
C -0.343 -3.030 3.983 -0.115
C 1.435 -0.436 -4.238 -0.161
C 1.480 -3.510 -1.330 -0.200
C 0.067 4.183 2.572 -0.211
C -0.467 5.076 0.421 -0.247
C -0.244 -2.223 -0.238 0.206
C 3.226 0.865 -1.243 -0.262
C -0.766 3.794 0.012 0.081
C -0.662 0.202 -2.510 0.105
C -3.171 1.514 2.111 0.135
C -0.384 -2.885 2.625 -0.276
C -0.759 -3.543 -2.189 -0.188
C -0.241 2.919 2.091 0.321
C -0.922 -0.328 -3.737 -0.175
C 0.563 -3.954 -2.275 -0.218
C 0.140 -0.653 -4.609 -0.183
C -0.372 -0.479 2.971 0.056
C -1.160 -2.678 -1.181 -0.270
C -0.041 5.269 1.729 -0.124
C 0.664 0.399 -2.092 0.220
C -0.327 -0.654 4.371 -0.162
C -0.454 -1.586 2.068 0.229
C 1.728 0.097 -2.960 -0.099
C -0.335 -1.919 4.866 -0.247
C 3.037 0.352 -2.495 -0.078
C 1.080 -2.655 -0.314 -0.257
C 2.105 1.109 -0.431 0.108
H 3.882 0.139 -3.138 0.236
H 4.214 1.078 -0.860 0.246
H -0.406 -3.749 1.975 0.235
H 2.514 -3.830 -1.384 0.224
H -1.487 -3.906 -2.905 0.222
H -0.336 -4.029 4.401 0.228
H 2.224 1.502 0.572 0.218
H 0.205 6.263 2.079 0.241
H -1.997 1.527 -1.723 0.407
H -1.945 -0.501 -4.051 0.232
H -0.333 -2.076 5.935 0.232
H 1.793 -2.295 0.419 0.221
H -2.499 -0.023 -1.632 0.423
H 0.386 4.271 3.601 0.253
H -1.122 3.604 -0.993 0.198
H -0.582 5.905 -0.263 0.243
H -0.086 -1.069 -5.582 0.238
H 0.878 -4.624 -3.063 0.226
H 2.252 -0.677 -4.906 0.234
H -2.201 -2.387 -1.079 0.218
H -0.296 0.214 5.015 0.245
```


Which value of spin multiplicity does entry 2 give?
1


Number 1 is which compound?
C20H40NP3S2Sn